# 1
DFT (ωB97M-V/def2-TZVPD) results for 12 unconnected molecules or ions with the total composition C4H29NO13 in a non-equilibrium geometry.

Values from the calculation:
F_max, eV Å⁻¹: 1.76
SMILES: CN(C=O)CC=O.O.O.O.O.O.O.O.O.O.O.O
LUMO energy, eV: 0.08
Energy relative to the best compared isomer or geometry (same formula, charge and spin), kJ/mol: 305.4

Atoms and positions in Å:
H -1.28677 3.15586 1.36167
H 1.63953 -1.63081 -0.80754
H 4.88399 -0.66143 -0.18705
O -1.20685 -2.61105 -0.71386
C -0.27674 -0.66575 3.51364
O -0.70570 2.64834 -0.86436
H 0.70780 -0.24276 3.67796
H -1.05107 3.36357 -1.43674
H -0.49402 1.20195 -3.06892
H -0.25424 -2.79725 1.66019
H 1.40268 1.09553 -2.59200
H 0.67375 -2.82870 -0.50024
H -1.38566 0.26185 -3.62018
H 0.96584 2.83366 -1.38503
H -1.93923 -2.37835 2.19448
H -1.03577 -0.04285 3.98345
O 2.17972 -0.97350 1.77430
H -0.38011 3.80129 2.38242
H 0.38372 0.91781 1.67339
H 2.69492 -2.07014 -3.04613
O -1.29189 3.47600 2.27667
O -1.33128 1.23012 -3.55482
H 2.89914 -2.92014 -1.86587
H 0.63930 0.13243 -1.59806
N -0.61104 -0.77502 2.09399
O 3.95672 -0.66347 -0.51877
H 3.99922 -1.27887 -1.29081
O -4.02752 -0.10827 1.40655
H -3.34274 1.55712 -1.73120
O 1.00548 0.19633 -2.50512
C -0.11424 0.07404 1.18116
H 2.42063 2.34804 -1.57023
H -0.27772 -1.66275 3.92787
H 2.81022 -0.21926 1.84242
H -2.43986 -1.25996 0.10226
O 3.42800 -2.44245 -2.53452
O -3.64178 1.79644 -0.84929
H -1.30679 1.92781 -1.18995
C -1.05838 -2.08071 1.62247
H 2.55896 -1.38425 0.97468
H -3.57425 0.37359 2.11602
O -0.27830 -0.08547 -0.02159
H -3.36785 0.03776 0.73030
O 1.68933 2.76820 -2.04404
O 1.58619 -2.60183 -0.68089
H -4.24335 1.12612 -0.52570
C -1.60201 -1.93884 0.20702

Results of the Mulliken charge analysis, in e, for atoms 1 through 5: number 1, H, carries 0.317; number 2, H, carries 0.199; number 3, H, carries 0.279; number 4, O, carries -0.629; number 5, C, carries -1.156

=====

# 2
DFT (ωB97M-V/def2-TZVPD) results for a molecular structure, C4H2AlLiO2 in a non-equilibrium geometry.

Values from the calculation:
F_max, eV Å⁻¹: 7.44
LUMO energy (alpha / beta), eV: -11.11 / -11.12
Net charge: +2
Energy relative to the best compared isomer or geometry (same formula, charge and spin), kJ/mol: 0.0

Atoms and positions in Å:
O 0.86387 1.37410 1.74644
H 2.04421 -0.28468 2.05270
C -1.27897 -0.23900 -1.08871
C 0.12054 -1.00552 -0.58597
Al 0.24860 -1.28789 -2.33122
C 0.63665 -0.62899 0.55780
C 1.13487 0.12423 1.57330
O -1.49815 -0.42750 -2.31181
H -2.16324 -0.18358 -0.41860
Li -0.10838 2.55883 0.80607

Results of the Mulliken charge analysis, in e, for atoms 1 through 5: number 1, O, carries -0.614; number 2, H, carries 0.362; number 3, C, carries 0.038; number 4, C, carries 0.366; number 5, Al, carries 0.489

=====

# 3
DFT (ωB97M-V/def2-TZVPD) results for a molecular structure, C4H2Br2N2O2S in a non-equilibrium geometry.

Values from the calculation:
F_max, eV Å⁻¹: 3.28
LUMO energy, eV: -0.57
Energy relative to the best compared isomer or geometry (same formula, charge and spin), kJ/mol: 192.1

Atoms and positions in Å:
N 0.95034 1.05196 -1.81846
Br -1.72264 3.05255 0.35123
N 0.80227 -0.87665 1.26457
H 1.68198 0.54983 -1.42195
O 1.09620 -0.68271 2.43965
C -1.32935 -1.12336 -0.02126
C -0.07335 1.35135 -1.23465
C -1.19513 1.50209 -0.59362
C -0.30008 -0.80440 0.66283
H 2.58681 -0.37837 1.01766
S -2.30969 0.08772 -0.81742
O 1.97928 -0.88250 0.45625
Br -2.16665 -2.84751 -0.28484

Results of the Mulliken charge analysis, in e, for atoms 1 through 5: number 1, N, carries -0.546; number 2, Br, carries -0.086; number 3, N, carries 0.688; number 4, H, carries 0.323; number 5, O, carries -0.672